Entry from the OMol25 dataset: a cluster of 11 separate species, C66H165N11O22 in total in a non-equilibrium geometry (ωB97M-V/def2-TZVPD).

Calculated values
Max |F| ... 3.74 eV/Å
Structure (SMILES) ... COCCNCCOC.COCCNCCOC.COCCNCCOC.COCCNCCOC.COCCNCCOC.COCCNCCOC.COCCNCCOC.COCCNCCOC.COCCNCCOC.COCCNCCOC.COCCNCCOC
HOMO ... -8.4164 eV
Energy above the lowest of the compared OMol25 structures with the same formula, charge and spin ... 4.190 eV

CARTESIAN COORDINATES (ANGSTROEM)
C (-1.171146, -6.182992, 3.136137)
O (-2.243689, -5.954003, 2.248883)
C (-3.078265, -7.036343, 1.917019)
C (-4.087462, -6.484509, 1.008378)
N (-3.618415, -5.863931, -0.176362)
C (-4.686693, -5.091483, -0.895519)
C (-4.202347, -4.606164, -2.233484)
O (-3.081296, -3.791938, -1.964204)
C (-2.763486, -2.893939, -2.953275)
H (-1.551347, -6.616928, 4.122146)
H (-0.760618, -5.186548, 3.389705)
H (-0.401879, -6.867997, 2.752585)
H (-3.539738, -7.397382, 2.839711)
H (-2.500381, -7.819821, 1.516832)
H (-4.641372, -5.805629, 1.720790)
H (-4.804608, -7.256944, 0.688829)
H (-2.945337, -5.176128, 0.134652)
H (-5.142734, -4.287404, -0.305840)
H (-5.587657, -5.756919, -1.008419)
H (-4.981829, -3.998906, -2.658421)
H (-3.907288, -5.467411, -2.814971)
H (-1.925145, -2.241319, -2.669530)
H (-3.621935, -2.222791, -3.245360)
H (-2.363883, -3.402155, -3.805171)
C (-1.641971, -0.451725, 7.381704)
O (-2.025768, -1.686362, 6.782505)
C (-3.132050, -2.263778, 7.504266)
C (-3.677757, -3.427221, 6.748480)
N (-4.084251, -3.122135, 5.363756)
C (-4.921353, -4.060608, 4.678678)
C (-6.391266, -3.809082, 4.973897)
O (-7.168161, -4.172375, 3.942138)
C (-8.454827, -3.630376, 3.870291)
H (-1.479147, -0.630129, 8.416368)
H (-2.451704, 0.257832, 7.410377)
H (-0.804419, -0.059092, 6.860084)
H (-3.932123, -1.495424, 7.532697)
H (-2.793241, -2.634523, 8.478382)
H (-4.622246, -3.677228, 7.201088)
H (-2.947700, -4.314649, 6.850151)
H (-3.269421, -2.930035, 4.828958)
H (-4.746915, -5.179513, 4.769598)
H (-4.760674, -3.877343, 3.596440)
H (-6.503278, -2.722801, 5.218279)
H (-6.793933, -4.233298, 5.952617)
H (-9.126501, -3.984593, 4.638832)
H (-8.864920, -4.015377, 2.949623)
H (-8.345737, -2.563231, 3.891808)
C (6.194435, 2.222122, 2.125024)
O (5.217584, 2.986798, 1.426906)
C (3.874284, 2.445942, 1.598715)
C (2.908426, 3.645789, 1.534400)
N (3.062838, 4.449064, 2.709014)
C (2.011595, 5.462842, 2.859740)
C (2.023566, 5.881229, 4.364597)
O (1.322941, 7.049956, 4.688776)
C (-0.022250, 6.836331, 4.933247)
H (6.436337, 1.285329, 1.578953)
H (5.877668, 1.996895, 3.125816)
H (7.097514, 2.775792, 2.156832)
H (3.869255, 2.063032, 2.655745)
H (3.624541, 1.626528, 0.940504)
H (1.929370, 3.201113, 1.567582)
H (3.137935, 4.228691, 0.605802)
H (4.016576, 4.878563, 2.707540)
H (1.084681, 4.942085, 2.703078)
H (2.190552, 6.330305, 2.197648)
H (3.076170, 6.103599, 4.559606)
H (1.691144, 5.034967, 4.988228)
H (-0.538823, 6.466174, 4.056963)
H (-0.479570, 7.786106, 5.312926)
H (-0.249682, 6.152339, 5.791348)
C (-4.339364, -1.593058, 1.596363)
O (-3.474158, -1.539089, 2.670580)
C (-3.381973, -0.226247, 3.227968)
C (-4.644147, 0.398749, 3.856147)
N (-4.929267, -0.159828, 5.193657)
C (-6.209276, 0.405578, 5.701460)
C (-6.547044, -0.026875, 7.082868)
O (-7.549547, 0.897829, 7.556688)
C (-7.923475, 0.566279, 8.863837)
H (-4.248193, -0.737397, 0.893214)
H (-5.395505, -1.492442, 1.937974)
H (-4.263617, -2.564223, 1.073436)
H (-2.968696, 0.457990, 2.449942)
H (-2.647897, -0.379825, 4.059035)
H (-5.476264, 0.266371, 3.228017)
H (-4.532488, 1.480028, 3.809882)
H (-4.859425, -1.199435, 5.184234)
H (-7.059155, 0.147970, 5.014749)
H (-6.064252, 1.474768, 5.782747)
H (-5.716529, -0.089075, 7.755227)
H (-6.811878, -1.075524, 7.132254)
H (-8.460516, -0.427480, 8.907330)
H (-8.687726, 1.356351, 9.146633)
H (-7.051665, 0.599879, 9.569718)
C (6.099352, 0.844331, -1.805167)
O (6.013631, 2.068388, -2.503494)
C (6.659826, 3.120764, -1.834236)
C (6.319729, 4.365545, -2.581277)
N (4.908862, 4.708526, -2.533290)
C (4.601712, 5.900900, -3.274327)
C (3.089123, 6.208855, -3.370811)
O (2.575357, 6.216001, -2.075334)
C (1.222261, 5.801045, -1.992991)
H (5.597456, 0.867035, -0.837376)
H (7.100703, 0.455250, -1.788262)
H (5.514658, 0.140686, -2.385684)
H (7.716099, 3.064108, -1.663300)
H (6.215585, 3.216781, -0.841253)
H (6.561259, 4.105177, -3.564665)
H (6.969712, 5.203255, -2.222998)
H (4.585897, 4.873875, -1.579444)
H (5.096730, 5.896231, -4.237104)
H (5.070546, 6.797975, -2.875588)
H (2.693656, 5.339163, -3.947676)
H (2.933408, 7.186699, -3.846713)
H (0.878707, 5.304388, -2.942319)
H (0.531213, 6.576400, -1.631014)
H (1.187732, 5.022977, -1.173233)
C (-0.089452, 3.815960, -5.835704)
O (-1.093184, 4.481744, -6.564690)
C (-0.702369, 5.750549, -7.037290)
C (-1.970497, 6.294851, -7.786386)
N (-2.435131, 5.284430, -8.721410)
C (-3.568854, 5.709354, -9.605928)
C (-4.011411, 4.551074, -10.489817)
O (-5.187825, 3.873911, -10.033476)
C (-4.779493, 2.643732, -9.456875)
H (-0.427261, 2.780393, -5.611168)
H (0.058419, 4.426510, -4.992254)
H (0.864847, 3.704731, -6.393870)
H (0.115043, 5.624684, -7.746461)
H (-0.384755, 6.428285, -6.249701)
H (-1.758650, 7.226400, -8.339181)
H (-2.797908, 6.545167, -7.113636)
H (-2.579438, 4.420082, -8.216907)
H (-3.096409, 6.486076, -10.220126)
H (-4.406886, 6.117292, -9.050458)
H (-3.230580, 3.800311, -10.649358)
H (-4.204783, 4.832564, -11.546778)
H (-4.014992, 2.828629, -8.672666)
H (-4.334496, 2.024709, -10.227980)
H (-5.683373, 2.156389, -9.125130)
C (-0.467701, -5.398295, -4.939234)
O (0.172088, -5.858195, -3.748615)
C (-0.472444, -5.826726, -2.500545)
C (0.369772, -6.663789, -1.507490)
N (1.769015, -6.314452, -1.584770)
C (2.652436, -7.356538, -0.896550)
C (3.209710, -6.814381, 0.491422)
O (2.128502, -6.609444, 1.358279)
C (2.666020, -6.351576, 2.656493)
H (0.224800, -5.643819, -5.739182)
H (-0.633312, -4.312426, -4.896678)
H (-1.427348, -5.874441, -5.090789)
H (-1.467974, -6.274572, -2.548850)
H (-0.625705, -4.742509, -2.243728)
H (0.261986, -7.694026, -1.866662)
H (-0.075768, -6.566761, -0.497218)
H (2.002655, -6.206630, -2.581966)
H (3.461978, -7.616017, -1.607799)
H (2.115956, -8.266779, -0.587880)
H (3.783763, -5.918878, 0.283059)
H (3.884617, -7.606635, 0.824112)
H (1.781237, -6.117275, 3.310717)
H (3.310799, -5.480125, 2.605077)
H (3.158845, -7.140856, 3.190951)
C (0.568102, -3.658780, 5.312662)
O (1.354032, -3.432371, 4.186078)
C (1.804207, -2.135786, 3.956423)
C (2.951228, -2.269312, 2.883572)
N (3.193802, -1.011975, 2.184359)
C (4.324561, -1.220761, 1.271038)
C (4.077277, -2.334902, 0.198687)
O (3.074147, -1.902071, -0.673327)
C (2.887912, -2.641745, -1.868509)
H (-0.299277, -2.994702, 5.398263)
H (1.178858, -3.554460, 6.212549)
H (0.093333, -4.629554, 5.335272)
H (2.229134, -1.725258, 4.913309)
H (1.046734, -1.386678, 3.600003)
H (2.565257, -3.058829, 2.241369)
H (3.958482, -2.497334, 3.254582)
H (2.328849, -0.781778, 1.681295)
H (5.216811, -1.451906, 1.801209)
H (4.431168, -0.230278, 0.764362)
H (3.905535, -3.292131, 0.648705)
H (5.020589, -2.449818, -0.280208)
H (2.168394, -2.062988, -2.447349)
H (2.553399, -3.703476, -1.747792)
H (3.832131, -2.617218, -2.445291)
C (2.249805, -1.763914, -5.383786)
O (2.193429, -0.936087, -6.464384)
C (3.497381, -0.805645, -7.139217)
C (3.336893, 0.286757, -8.198928)
N (2.742215, 1.546371, -7.721095)
C (3.157886, 2.714099, -8.483135)
C (4.495667, 3.296826, -7.998564)
O (4.873067, 4.446822, -8.608838)
C (4.446691, 5.559220, -7.845055)
H (2.762982, -1.296486, -4.519321)
H (2.674471, -2.723860, -5.589078)
H (1.260553, -1.960042, -5.009892)
H (3.817085, -1.775192, -7.643581)
H (4.307322, -0.534368, -6.320893)
H (2.781789, -0.080315, -9.072543)
H (4.286399, 0.445173, -8.759343)
H (1.757794, 1.468516, -7.702333)
H (2.390465, 3.463894, -8.407108)
H (3.282708, 2.529130, -9.575305)
H (5.229273, 2.552533, -8.253200)
H (4.481363, 3.392085, -6.902691)
H (4.578406, 6.422835, -8.539320)
H (5.000577, 5.728500, -6.921177)
H (3.383935, 5.525556, -7.599366)
C (2.359033, -0.009537, 7.259263)
O (1.562493, 0.527056, 6.246934)
C (2.272344, 1.258040, 5.220369)
C (1.191753, 1.629006, 4.214944)
N (0.382088, 2.756653, 4.852138)
C (-1.024617, 2.648900, 4.384953)
C (-1.218733, 3.325965, 3.065179)
O (-2.563393, 3.124610, 2.622662)
C (-2.945234, 4.099019, 1.717609)
H (2.667081, 0.688263, 8.032212)
H (3.218663, -0.494640, 6.788364)
H (1.777344, -0.817385, 7.766678)
H (2.957250, 0.538877, 4.671433)
H (2.800043, 2.161458, 5.570043)
H (0.564181, 0.776652, 4.106450)
H (1.605652, 1.981487, 3.316486)
H (0.341186, 2.610209, 5.869316)
H (-1.803210, 2.974949, 5.063744)
H (-1.243493, 1.623791, 4.324979)
H (-0.515832, 2.976772, 2.337556)
H (-1.012956, 4.421517, 3.297667)
H (-4.031153, 4.147792, 1.729673)
H (-2.718185, 3.869843, 0.628484)
H (-2.504863, 5.030192, 1.987258)
C (3.209551, 1.400774, -3.834041)
O (1.972812, 1.486448, -3.198211)
C (2.058463, 1.249513, -1.825257)
C (0.645486, 1.068908, -1.220234)
N (0.786078, 1.053463, 0.242080)
C (-0.425640, 0.552395, 0.920972)
C (-0.718276, -0.989219, 0.672062)
O (0.493484, -1.754993, 0.806539)
C (0.332301, -3.048644, 0.272366)
H (3.645209, 0.398730, -3.675774)
H (3.871730, 2.178534, -3.429732)
H (3.094845, 1.454218, -4.927749)
H (2.654715, 2.051350, -1.340803)
H (2.618529, 0.321466, -1.714187)
H (0.257796, 0.134926, -1.629616)
H (-0.040939, 1.880595, -1.543129)
H (1.522343, 0.415332, 0.469285)
H (-1.281128, 1.212712, 0.554392)
H (-0.303783, 0.706797, 1.997123)
H (-1.174248, -1.217120, -0.281068)
H (-1.483817, -1.345622, 1.372800)
H (0.267765, -3.009190, -0.808073)
H (-0.551153, -3.570847, 0.577280)
H (1.202799, -3.675579, 0.589046)

Cartesian forces (eV/Å) of the 2 atoms listed first:
-0.7 -0.1 1.4
0.7 0.8 0.0